1.
Formula: C20H34N2O
Source: the Open Molecules 2025 dataset
Level of theory: ωB97M-V/def2-TZVPD

Geometry as XYZ:
```
57
Properties=species:S:1:pos:R:3:lowdin_charge:R:1
C 4.123 0.964 0.135 -0.082
C 4.570 -0.371 -0.453 -0.425
C 4.757 -0.245 -1.963 -0.081
C 3.613 -1.513 -0.080 -0.160
C 2.240 -1.500 -0.763 -0.189
N 1.429 -0.348 -0.419 -0.146
C 0.468 0.038 -1.431 -0.154
C -0.092 1.418 -1.097 -0.166
N -0.714 1.387 0.208 -0.162
C -1.411 2.613 0.558 -0.191
C -2.615 2.332 1.463 -0.165
C -3.875 1.954 0.672 -0.154
C -3.689 0.704 -0.138 -0.239
C -3.480 0.763 -1.509 -0.061
C -3.297 -0.391 -2.249 -0.092
C -3.336 -1.628 -1.628 -0.099
C -3.561 -1.700 -0.264 -0.095
C -3.731 -0.542 0.475 -0.053
C 0.279 1.020 1.198 -0.134
C 0.820 -0.381 0.901 -0.281
C -0.309 -1.416 1.073 -0.128
C -0.468 -1.862 2.525 -0.264
O -1.586 -2.697 2.715 -0.068
H 4.058 0.903 1.219 0.077
H 4.834 1.746 -0.122 0.074
H 3.144 1.227 -0.254 0.053
H 5.543 -0.627 -0.014 0.129
H 4.991 -1.211 -2.407 0.078
H 5.575 0.438 -2.182 0.076
H 3.857 0.148 -2.428 0.070
H 3.480 -1.513 1.004 0.102
H 4.089 -2.460 -0.348 0.113
H 2.388 -1.489 -1.844 0.111
H 1.737 -2.452 -0.521 0.113
H -0.369 -0.674 -1.520 0.117
H 0.979 0.088 -2.397 0.122
H 0.731 2.157 -1.138 0.127
H -0.843 1.687 -1.843 0.109
H -0.729 3.323 1.058 0.121
H -1.761 3.091 -0.359 0.118
H -2.366 1.521 2.147 0.104
H -2.833 3.223 2.056 0.109
H -4.143 2.783 0.014 0.113
H -4.694 1.807 1.381 0.116
H -3.468 1.723 -2.006 0.110
H -3.128 -0.327 -3.315 0.103
H -3.199 -2.530 -2.207 0.100
H -3.604 -2.660 0.230 0.103
H -3.898 -0.612 1.540 0.120
H 1.121 1.737 1.202 0.127
H -0.181 1.030 2.187 0.118
H 1.618 -0.602 1.619 0.139
H -1.243 -0.974 0.729 0.087
H -0.102 -2.299 0.460 0.113
H 0.448 -2.371 2.865 0.121
H -0.640 -1.002 3.176 0.117
H -1.529 -3.429 2.091 0.083
```

Its net charge is 0. As for the structure (SMILES): CC(C)CCN1CCN(CCCc2ccccc2)C[C@H]1CCO. The value obtained for the orbital gap is 8.92 eV.

2.
Formula: C33H37AsBiCl6N9O5Si2
Source: the Open Molecules 2025 dataset
Level of theory: ωB97M-V/def2-TZVPD

Geometry as XYZ:
```
94
Properties=species:S:1:pos:R:3:lowdin_charge:R:1
Bi -0.287 -0.088 -0.165 1.459
N 3.081 0.120 3.130 0.123
C 3.831 1.178 2.706 -0.060
C 2.978 1.988 2.009 -0.134
N 1.723 1.438 1.978 0.098
C 1.834 0.315 2.652 -0.332
C 0.717 -0.575 2.914 -0.282
N -0.337 -0.776 2.128 -0.094
C -1.208 -1.581 2.832 -0.232
C -0.648 -1.908 4.020 -0.062
N 0.562 -1.255 4.058 0.140
H 3.400 -0.761 3.537 0.076
H 4.883 1.259 2.916 0.115
H 3.194 2.930 1.537 0.094
H -2.155 -1.875 2.413 0.052
H -0.997 -2.523 4.830 0.118
H 1.293 -1.387 4.742 0.155
Cl -0.481 -0.164 -3.255 0.690
C -0.556 -1.819 -2.713 -0.731
C -0.570 -2.052 -1.349 -0.457
C -0.651 -3.370 -0.938 -0.703
Cl -0.661 -3.736 0.754 0.735
C -0.703 -4.423 -1.851 -0.708
Cl -0.773 -6.054 -1.302 0.681
C -0.685 -4.153 -3.218 -0.701
Cl -0.752 -5.437 -4.356 0.698
C -0.614 -2.833 -3.659 -0.713
Cl -0.614 -2.472 -5.337 0.708
O 6.091 0.906 -2.096 0.116
C 5.521 2.074 -2.309 -0.517
O 6.146 3.042 -2.668 0.062
C 4.049 2.173 -2.042 -0.044
C 3.361 3.367 -1.973 -0.579
Cl 3.902 4.956 -2.238 0.817
N 2.069 3.091 -1.668 -0.072
N 1.869 1.764 -1.589 0.105
C 3.044 1.198 -1.781 -0.127
C 3.157 -0.293 -1.571 -0.560
O 4.298 -0.785 -1.511 0.035
O 2.080 -0.943 -1.478 -0.168
C 0.981 3.960 -1.366 -0.197
C -0.284 3.623 -1.832 -0.022
C -1.366 4.426 -1.511 -0.080
C -1.190 5.565 -0.736 -0.091
C 0.075 5.885 -0.269 -0.070
C 1.164 5.081 -0.572 -0.039
H 5.411 0.199 -1.844 0.046
H -0.407 2.746 -2.453 0.086
H -2.347 4.161 -1.878 0.095
H -2.036 6.195 -0.495 0.106
H 0.222 6.761 0.349 0.108
H 2.140 5.323 -0.178 0.092
C -1.633 2.716 1.845 -0.232
Si -3.264 1.899 1.380 0.227
C -4.113 1.357 2.963 -0.246
C -4.382 3.146 0.511 -0.205
As -2.940 -0.111 0.180 0.656
Si -4.229 0.014 -1.778 0.199
C -3.955 1.442 -2.956 -0.218
C -3.990 -1.589 -2.720 -0.218
C -5.986 0.062 -1.124 -0.234
H -1.752 3.802 1.847 0.026
H -0.794 2.494 1.180 -0.036
H -1.331 2.410 2.850 0.029
H -4.416 2.223 3.559 0.031
H -3.443 0.743 3.569 0.015
H -5.005 0.764 2.746 0.023
H -5.177 3.461 1.191 0.034
H -4.856 2.751 -0.387 -0.014
H -3.814 4.032 0.224 0.010
H -2.912 1.508 -3.271 -0.007
H -4.254 2.401 -2.531 0.010
H -4.562 1.269 -3.849 0.037
H -3.153 -1.524 -3.415 0.004
H -4.888 -1.810 -3.304 0.038
H -3.812 -2.427 -2.043 0.028
H -6.146 0.871 -0.409 0.011
H -6.212 -0.878 -0.616 0.030
H -6.699 0.188 -1.943 0.035
C 3.077 -6.029 0.811 -0.025
N 3.054 -4.743 1.467 -0.091
C 3.260 -4.495 2.877 -0.034
C 3.106 -2.974 2.922 -0.456
O 3.262 -2.300 3.945 -0.021
N 2.789 -2.504 1.702 0.200
C 2.794 -3.561 0.871 -0.416
N 2.569 -3.437 -0.421 0.246
H 3.407 -6.779 1.525 0.093
H 3.782 -6.033 -0.024 0.095
H 2.087 -6.314 0.446 0.078
H 4.248 -4.804 3.222 0.138
H 2.499 -4.968 3.503 0.136
H 2.429 -2.492 -0.823 0.067
H 2.599 -4.239 -1.026 0.114
```

Its net charge is 0. The value obtained for the orbital gap is 7.77 eV.

3.
Formula: C4H14N3O
Source: the Open Molecules 2025 dataset
Level of theory: ωB97M-V/def2-TZVPD

Geometry as XYZ:
```
22
Properties=species:S:1:pos:R:3:lowdin_charge:R:1
N 1.616 0.347 0.556 0.175
C 1.842 -0.030 -0.874 -0.159
C 1.155 0.919 -1.842 -0.270
N 1.374 0.365 -3.175 0.013
H 1.738 1.349 0.714 0.170
H 0.649 0.127 0.900 0.091
H 2.268 -0.134 1.167 0.166
H 2.913 -0.068 -1.069 0.133
H 1.463 -1.038 -1.012 0.129
H 0.095 1.009 -1.588 0.111
H 1.614 1.905 -1.800 0.124
H 0.574 -0.171 -3.478 0.079
H 1.481 1.111 -3.842 0.078
C -2.288 -0.512 0.634 0.013
C -1.577 -0.396 1.951 -0.555
N -2.180 -0.977 2.987 0.198
O -0.532 0.245 2.107 -0.010
H -3.049 -1.291 0.667 0.087
H -1.615 -0.706 -0.194 0.074
H -2.793 0.431 0.432 0.103
H -1.743 -0.956 3.896 0.133
H -3.006 -1.529 2.863 0.117
```

Its net charge is +1. The value obtained for the orbital gap is 10.44 eV.

4.
Formula: C4H8N4
Source: the Open Molecules 2025 dataset
Level of theory: ωB97M-V/def2-TZVPD

Geometry as XYZ:
```
16
Properties=species:S:1:pos:R:3:lowdin_charge:R:1
C -1.204 -1.236 -1.454 -0.057
C -0.196 0.136 -0.860 -0.221
C -0.618 0.566 1.299 -0.121
C 0.402 0.192 0.475 -0.269
H -0.795 -2.538 -1.267 0.148
H -1.629 -0.861 -2.442 0.042
H -2.258 -1.160 -0.904 0.062
H 0.379 0.535 -1.675 0.097
H -0.696 0.436 2.351 0.090
H 1.615 -0.759 1.964 0.189
H 3.241 -0.363 -0.090 0.046
H 2.500 -1.920 0.179 0.151
N -1.400 1.197 -0.739 0.009
N -1.483 1.313 0.539 -0.058
N 1.525 -0.438 0.937 -0.105
N 2.406 -0.832 -0.005 -0.001
```

Its net charge is 0. The value obtained for the orbital gap is 8.47 eV.

5.
Formula: C2H12NO2
Source: the Open Molecules 2025 dataset
Level of theory: ωB97M-V/def2-TZVPD

Geometry as XYZ:
```
17
Properties=species:S:1:pos:R:3:lowdin_charge:R:1
C -0.609 -1.144 1.462 -0.001
N 0.219 -0.501 0.388 -0.060
C -0.335 0.867 -0.023 0.010
H -0.319 -2.189 1.542 0.106
H -0.507 -0.527 2.355 0.105
H -1.656 -1.002 1.198 0.101
H 0.101 -1.104 -0.425 0.167
H 1.207 -0.391 0.711 0.102
H -1.301 0.766 -0.495 0.065
H 0.310 1.070 -0.868 0.103
H -0.282 1.417 0.907 0.107
H -2.528 0.935 -2.934 0.047
H -2.593 -0.481 -2.448 0.053
O -1.989 0.262 -2.535 -0.045
H 3.219 0.413 1.717 0.079
H 3.381 0.821 0.397 0.090
O 2.668 0.437 0.929 -0.028
```

Its net charge is +1. The value obtained for the orbital gap is 12.25 eV.

6.
Formula: C3H6IN2
Source: the Open Molecules 2025 dataset
Level of theory: ωB97M-V/def2-TZVPD

Geometry as XYZ:
```
12
Properties=species:S:1:pos:R:3:lowdin_charge:R:1
C -0.436 -0.009 -0.629 -0.501
C -0.141 1.565 1.251 0.356
C -1.293 -1.104 -0.102 -0.097
N -0.334 0.846 0.377 0.035
N 2.735 0.119 0.077 -0.556
I 1.754 -0.904 -1.184 1.414
H -0.655 0.563 -1.481 0.104
H -0.051 2.174 2.082 0.118
H -0.917 -1.622 0.757 0.092
H -1.424 -1.944 -0.823 0.110
H -2.191 -0.630 0.063 0.066
H 2.953 0.946 -0.387 -0.140
```

Its net charge is +1. The value obtained for the orbital gap is 7.43 eV.

Record order is preserved below.
Highest occupied orbital energy: -8.11; -8.01; -13.29; -8.03; -15.26; -13.25 eV
Record order is preserved below.
ΔE to the lowest compared entry with this formula, charge and spin: 18.9; 0.0; 10.6; 144.8; 21.3; 131.6 kcal/mol
Record order is preserved below.
E: -26319.4791; -216043.9822; -10887.7029; -10231.9638; -7847.2241; -14276.4060 eV